(1)
# C26H50Cl2N3O5SiTl

C26H50Cl2N3O5SiTl as an isolated structure in a non-equilibrium geometry (ωB97M-V with the def2-TZVPD basis set, the Open Molecules 2025 dataset).

The calculation puts the total energy at -2943.53725 Ha. Its lowest unoccupied orbital energy is 0.34 eV. For the HOMO energy, the calculation gives -7.6 eV. The molecular weight is 788.1 g mol⁻¹.

```
! wB97M-V def2-TZVPD RIJCOSX def2/J DEFGRID3
* xyz 0 1
C 3.2445 2.7197 -0.1563
C 2.1778 3.3461 0.6819
H 3.7293 3.4176 -0.8337
H 2.8351 1.8945 -0.7362
H 4.0184 2.2875 0.4829
C 1.9679 4.6571 0.8195
C 2.7256 5.7757 0.1884
H 1.1675 4.9711 1.4810
H 3.4950 5.4388 -0.5007
H 3.2130 6.3930 0.9472
H 2.0571 6.4439 -0.3607
Tl 0.0000 0.0000 0.0000
Cl 1.6199 -0.3487 -1.6265
C -1.5184 0.2425 2.5405
O -1.6470 0.1524 1.3075
N -2.5421 0.4115 3.3776
C -3.8976 0.5629 2.8937
C -2.3217 0.5430 4.8020
H -0.5396 0.1640 3.0105
H -3.9122 0.3787 1.8264
H -4.2593 1.5728 3.0925
H -4.5567 -0.1461 3.3940
H -1.2621 0.4577 5.0180
H -2.8610 -0.2336 5.3452
H -2.6590 1.5185 5.1488
H -2.3962 -5.0078 -0.6936
H 0.0316 -5.9775 -0.6113
C -1.9916 -4.2422 -1.3564
C 0.3097 -5.1518 -1.2671
N -0.5851 -4.0302 -1.0826
H -2.5218 -3.3110 -1.1986
C -0.1230 -2.8403 -0.6892
O -0.8497 -1.8487 -0.5133
H 1.3271 -4.8518 -1.0367
H 0.9525 -2.7890 -0.5290
H -2.1296 -4.5673 -2.3876
H 0.2756 -5.5037 -2.2987
H 1.0653 3.2577 -2.0994
H -0.5391 4.8389 -0.9614
C 0.2339 2.8058 -2.6343
C -1.3228 4.4007 -1.5797
N -0.9900 3.0259 -1.8840
H 0.4207 1.7429 -2.7200
C -1.6389 2.0226 -1.3099
O -1.3515 0.8177 -1.4170
H -2.2644 4.4480 -1.0399
H -2.5104 2.3395 -0.7214
H 0.1424 3.2615 -3.6199
H -1.4146 4.9791 -2.4980
O 0.4385 1.7843 0.3742
C 1.2842 2.3129 1.3553
C -0.7908 3.3475 2.3622
C 0.5004 2.8582 2.5267
H -1.2361 3.2902 1.3802
C -1.4935 3.8809 3.4331
H 1.9415 1.5287 1.7470
C 1.0635 2.8903 3.7989
H -2.4938 4.2696 3.2829
C -0.9175 3.9198 4.6958
C 0.3634 3.4134 4.8764
H 2.0639 2.5004 3.9417
H -1.4626 4.3360 5.5337
H 0.8185 3.4301 5.8585
Si 4.5358 -2.0070 -5.6503
Cl 5.6759 -0.2427 -5.7286
C 2.9170 -1.6577 -6.5129
C 4.2802 -2.4207 -3.8475
C 5.5109 -3.3350 -6.5292
H 2.3755 -0.8490 -6.0253
H 2.2772 -2.5408 -6.5041
H 3.0761 -1.3718 -7.5511
H 5.6970 -3.0669 -7.5677
H 4.9683 -4.2809 -6.5205
H 6.4750 -3.4993 -6.0510
H 3.7512 -1.6225 -3.3298
H 5.2300 -2.5739 -3.3385
H 3.6933 -3.3338 -3.7413
C 2.3563 -2.0466 3.2187
C 1.3308 -2.0769 2.0849
C -0.0061 -2.5917 2.6390
O 1.2598 -0.7727 1.5397
H 2.0307 -1.3448 4.0172
H 3.3399 -1.7073 2.8297
H 2.4830 -3.0599 3.6576
H 1.7431 -2.7809 1.3467
H -0.3515 -1.9834 3.4971
H -0.7971 -2.6058 1.8692
H 0.1215 -3.6314 3.0088
*
```

(2)
# C44H40F3IrN8O2

C44H40F3IrN8O2 as an isolated structure in a non-equilibrium geometry (ωB97M-V with the def2-TZVPD basis set, the Open Molecules 2025 dataset).

The calculation puts the total energy at -2693.05274 Ha. Its lowest unoccupied orbital energy (spin up / spin down) is -1.97 / -4.61 eV. For the HOMO energy (spin up / spin down), the calculation gives -9.8 / -9.6 eV. The molecular weight is 962.1 g mol⁻¹.

```
! wB97M-V def2-TZVPD RIJCOSX def2/J DEFGRID3
* xyz 1 2
Ir -0.0567 -0.4234 0.3876
C 0.1338 -0.3217 7.1953
C 0.1837 -0.7990 5.7723
C -0.6550 -1.8169 5.3202
C -0.6683 -2.1994 3.9949
C 0.1875 -1.6145 3.0528
N 0.1426 -1.9605 1.6946
C -0.2365 -3.2672 1.3970
C 0.4059 -4.3315 2.0510
C 0.1020 -5.6474 1.7890
C -0.8442 -5.9830 0.8193
C -1.1359 -7.4144 0.4690
C -1.4666 -4.9461 0.1482
C -1.1977 -3.6099 0.4456
N -1.9225 -2.6164 -0.2898
C -3.0405 -2.8412 -1.0003
C -3.1508 -1.8698 -1.9671
C -2.0410 -1.0578 -1.7807
N -1.3066 -1.4990 -0.7580
C 1.0251 -0.5972 3.5166
C 1.0086 -0.1871 4.8431
N 1.9006 0.0893 2.6242
C 3.0946 0.6276 2.9393
C 3.5737 1.2888 1.8333
C 2.5988 1.0960 0.8583
N 1.5972 0.3748 1.3465
H -0.1136 -1.1369 7.8740
H -0.6305 0.4494 7.3118
H 1.0866 0.1046 7.5067
H -1.3359 -2.2948 6.0135
H -1.3607 -2.9604 3.6611
H 1.1611 -4.0844 2.7866
H 0.6231 -6.4312 2.3245
H -0.9271 -8.0721 1.3114
H -0.5168 -7.7432 -0.3679
H -2.1785 -7.5491 0.1831
H -2.1663 -5.1880 -0.6400
H -3.6705 -3.6855 -0.7873
H -3.9355 -1.7603 -2.6932
H -1.7502 -0.1546 -2.2906
H 1.6230 0.6504 5.1479
H 3.5207 0.4789 3.9151
H 4.5046 1.8174 1.7395
H 2.5810 1.4191 -0.1690
C -1.5370 3.0673 -4.8905
C -0.0816 3.4352 -4.8342
C 0.5866 3.9218 -5.9531
C 1.9307 4.2586 -5.9036
C 2.6370 4.1326 -4.7165
C 1.9866 3.6710 -3.5835
C 0.6447 3.3107 -3.6488
N -0.0171 2.8330 -2.4790
C 0.2807 1.6840 -1.8163
N 1.2528 0.9248 -2.3734
C 1.7544 -0.3508 -2.0292
C 1.3789 -1.0739 -0.8936
C 2.0296 -2.2867 -0.6472
C 2.9872 -2.7799 -1.5154
C 3.3291 -2.0579 -2.6457
C 2.7337 -0.8385 -2.9135
C 3.1425 -0.0535 -4.1336
N -0.3662 1.3265 -0.7410
C -1.3917 2.2353 -0.2807
C -2.7227 1.9337 -0.5306
C -3.7271 2.8131 -0.1493
C -3.3960 3.9983 0.4813
C -2.0651 4.2888 0.7493
C -1.0437 3.4208 0.3858
C 0.3836 3.7425 0.7192
H -1.8968 3.0789 -5.9171
H -2.1482 3.7681 -4.3167
H -1.7109 2.0728 -4.4759
H 0.0412 4.0296 -6.8822
H 2.4249 4.6274 -6.7920
H 3.6810 4.4104 -4.6667
H 2.5077 3.5993 -2.6360
H -0.8294 3.3302 -2.1426
H 1.6138 1.2973 -3.2374
H 1.7961 -2.8530 0.2352
H 3.4688 -3.7255 -1.3055
H 4.0800 -2.4362 -3.3278
H 3.9100 -0.5905 -4.6857
H 3.5571 0.9256 -3.8754
H 2.3037 0.1105 -4.8176
H -2.9790 0.9992 -1.0085
H -4.7619 2.5641 -0.3416
H -4.1709 4.6895 0.7842
H -1.8109 5.2037 1.2701
H 0.4308 4.5717 1.4229
H 0.9531 4.0285 -0.1688
H 0.8698 2.8813 1.1743
F -3.4708 2.0461 2.9712
C -2.7551 0.9969 3.4055
F -3.5992 0.0673 3.8483
F -2.0035 1.4051 4.4328
C -1.8861 0.4624 2.2539
O -2.3134 -0.4425 1.5302
O -0.7582 0.9922 2.0822
*
```